# 1
Computed, not measured: a structure of composition C24H34BrN3P2V, with ωB97M-V with the def2-TZVPD basis set.

For the largest force on an atom, the calculation gives 0.8 eV Å⁻¹. The calculation puts the gap between HOMO and LUMO (spin up / spin down) at 8.051 / 7.959 eV. The calculation puts the total energy at -144205.4807 eV. For the lowest unoccupied orbital energy (spin up / spin down), the calculation gives -6.0 / -6.1 eV. Its charge is +2. The spin multiplicity is 4.

```
65
C24H34BrN3P2V (ωB97M-V with the def2-TZVPD basis set)
Br 0.616 -2.413 0.968
V -0.042 0.020 0.116
P -1.203 -0.381 -2.004
P -1.071 2.210 0.033
N -2.798 1.181 -3.513
N 1.304 0.101 1.728
N -2.505 3.471 -1.889
C 1.918 1.066 2.438
C -2.349 -1.687 -2.506
C -3.393 2.357 -3.838
C -2.357 2.101 1.354
C -3.221 3.510 -3.042
C -3.827 4.732 -3.436
C 3.416 1.919 4.269
C 0.296 -0.427 -3.080
C 0.070 0.072 -4.504
C -1.671 2.212 2.721
C 2.329 -1.557 3.129
C -3.441 3.170 1.240
C -2.085 1.172 -2.408
C -0.256 3.823 0.162
C 0.832 -1.863 -3.115
C 1.531 -1.160 2.091
C -4.178 2.424 -5.019
C 2.759 0.801 3.506
C -2.961 0.698 1.209
C -1.969 2.312 -1.571
C -4.570 4.771 -4.572
C 1.313 0.471 -2.353
C -4.751 3.603 -5.371
C 2.951 -0.536 3.839
H -3.687 0.514 2.004
H 1.780 -1.873 -3.657
H -0.977 4.598 -0.097
H 1.016 0.016 -5.050
H -2.211 -0.109 1.321
H -1.186 3.179 2.864
H 0.579 3.877 -0.537
H -0.283 1.102 -4.540
H 1.589 0.095 -1.337
H 2.703 2.402 4.938
H 3.810 2.678 3.595
H -0.933 1.424 2.895
H 0.118 4.000 1.169
H 0.153 -2.538 -3.634
H 3.603 -0.795 4.665
H 1.723 2.082 2.118
H -3.468 0.552 0.253
H -3.240 -1.642 -1.880
H 4.240 1.545 4.875
H -2.647 -1.529 -3.542
H -4.192 2.984 2.012
H -0.653 -0.550 -5.034
H -3.039 4.170 1.411
H -3.682 5.606 -2.815
H -5.034 5.698 -4.882
H 2.276 0.467 -2.867
H -2.429 2.117 3.501
H -4.296 1.527 -5.613
H -5.353 3.666 -6.268
H 0.986 1.509 -2.265
H 2.468 -2.600 3.374
H -3.941 3.168 0.273
H -1.897 -2.671 -2.398
H 1.026 -2.270 -2.118
```

# 2
Computed, not measured: a structure of composition C41H63GeMnN4O2P3S, with ωB97M-V with the def2-TZVPD basis set.

For the largest force on an atom, the calculation gives 0.8 eV Å⁻¹. The calculation puts the gap between HOMO and LUMO (spin up / spin down) at 7.071 / 7.220 eV. The calculation puts the total energy at -180130.2173 eV. For the lowest unoccupied orbital energy (spin up / spin down), the calculation gives -2.6 / -2.4 eV. Its charge is +1. The spin multiplicity is 3.

```
116
C41H63GeMnN4O2P3S (ωB97M-V with the def2-TZVPD basis set)
Ge 0.412 0.927 0.074
Mn -0.440 -1.507 0.106
S 0.189 -3.846 0.420
P -2.153 -0.372 -1.172
P -0.348 -1.138 2.450
P 1.458 -1.695 -1.306
O -2.086 -4.914 -0.222
O -2.107 -2.725 0.323
N -1.066 1.990 -0.407
N 1.387 3.047 0.053
N 0.755 1.283 1.935
N 1.505 0.983 -1.577
C -1.751 -0.524 -2.985
C -2.295 0.411 3.903
C 3.036 -1.786 -0.326
C -0.880 3.324 -0.752
C 1.323 2.480 2.366
C 3.127 -0.762 0.810
C 0.633 0.297 2.973
C 2.563 1.901 -1.658
C 4.300 -1.697 -1.189
C 0.163 -1.980 5.090
C 1.716 -0.230 -2.345
C -0.320 5.913 -1.691
C 0.256 -2.424 3.626
C -2.107 -0.742 2.916
C 2.209 5.037 3.141
C -3.529 -4.896 -0.342
C 3.586 1.867 -2.617
C 0.452 -3.319 -3.388
C 2.317 -4.354 -2.079
C 0.688 5.126 -1.152
C -4.808 0.136 -1.880
C 2.059 4.029 4.081
C -4.502 -0.938 0.361
C -1.901 4.144 -1.248
C -3.945 -0.836 -1.063
C 4.770 3.641 -1.489
C 4.673 2.731 -2.527
C 0.398 3.873 -0.651
C 1.574 3.477 1.428
C -1.670 0.803 -3.741
C 1.720 -3.036 -2.577
C 1.693 -2.858 3.316
C -1.617 5.426 -1.705
C -2.601 -1.572 -3.708
C 1.617 2.765 3.707
C 3.720 3.745 -0.586
C -1.494 -3.812 0.170
C -2.884 -1.991 3.348
C 1.966 4.747 1.806
C -2.308 1.411 -0.832
C 2.615 2.926 -0.711
H 0.628 -4.167 -4.055
H 2.659 -4.918 -2.950
H 5.631 4.290 -1.394
H -0.751 -0.923 -2.943
H -3.780 -5.676 -1.049
H 3.174 -4.229 -1.416
H 0.498 -2.799 5.731
H -1.906 1.353 3.510
H -2.525 -0.414 1.965
H 4.283 -2.338 -2.071
H 1.710 5.489 -1.138
H -0.847 -1.714 5.397
H 2.740 -0.314 -2.694
H -3.878 -3.933 -0.694
H 3.217 0.258 0.426
H -0.403 -3.279 3.462
H -2.648 1.276 -3.861
H 4.475 -0.668 -1.511
H -3.638 -1.257 -3.830
H -1.825 0.218 4.869
H -0.381 -3.589 -2.732
H 1.571 -4.958 -1.565
H 0.816 -1.125 5.288
H 3.533 1.182 -3.452
H 2.989 -2.781 0.127
H 4.023 -0.962 1.405
H 2.272 -0.811 1.479
H 1.937 -3.743 3.909
H -1.002 1.514 -3.245
H -2.662 1.881 -1.748
H 5.159 -1.996 -0.585
H -3.951 -1.760 3.379
H 1.486 2.010 4.470
H -5.576 -1.139 0.308
H -2.595 -2.537 -3.193
H 1.844 -3.110 2.268
H -4.976 1.065 -1.333
H -4.385 0.389 -2.851
H 1.083 -0.294 -3.237
H 2.071 5.529 1.064
H -3.969 -5.116 0.628
H 1.608 -0.063 3.331
H -2.745 -2.829 2.666
H -2.191 -1.737 -4.707
H -0.093 6.897 -2.081
H -4.007 -1.823 -1.519
H -4.385 0.003 0.908
H 5.450 2.683 -3.281
H 3.773 4.475 0.211
H 0.154 -2.476 -4.010
H 0.129 0.718 3.843
H -3.365 0.546 4.082
H 2.515 6.032 3.435
H 2.273 4.226 5.125
H -5.786 -0.320 -2.054
H -2.594 -2.317 4.347
H -1.276 0.619 -4.745
H -3.107 1.528 -0.090
H -4.034 -1.735 0.931
H 2.449 -2.568 -3.241
H -2.923 3.788 -1.274
H 2.409 -2.078 3.587
H -2.423 6.042 -2.084
```

What is the spin multiplicity in the first record?
4

spin multiplicity of number 1 (C24H34BrN3P2V)?
4

What did the first record say?
Computed, not measured: a structure of composition C24H34BrN3P2V, with ωB97M-V with the def2-TZVPD basis set.

For the largest force on an atom, the calculation gives 0.8 eV Å⁻¹. The calculation puts the gap between HOMO and LUMO (spin up / spin down) at 8.051 / 7.959 eV. The calculation puts the total energy at -144205.4807 eV. For the lowest unoccupied orbital energy (spin up / spin down), the calculation gives -6.0 / -6.1 eV. Its charge is +2. The spin multiplicity is 4.

```
65
C24H34BrN3P2V (ωB97M-V with the def2-TZVPD basis set)
Br 0.616 -2.413 0.968
V -0.042 0.020 0.116
P -1.203 -0.381 -2.004
P -1.071 2.210 0.033
N -2.798 1.181 -3.513
N 1.304 0.101 1.728
N -2.505 3.471 -1.889
C 1.918 1.066 2.438
C -2.349 -1.687 -2.506
C -3.393 2.357 -3.838
C -2.357 2.101 1.354
C -3.221 3.510 -3.042
C -3.827 4.732 -3.436
C 3.416 1.919 4.269
C 0.296 -0.427 -3.080
C 0.070 0.072 -4.504
C -1.671 2.212 2.721
C 2.329 -1.557 3.129
C -3.441 3.170 1.240
C -2.085 1.172 -2.408
C -0.256 3.823 0.162
C 0.832 -1.863 -3.115
C 1.531 -1.160 2.091
C -4.178 2.424 -5.019
C 2.759 0.801 3.506
C -2.961 0.698 1.209
C -1.969 2.312 -1.571
C -4.570 4.771 -4.572
C 1.313 0.471 -2.353
C -4.751 3.603 -5.371
C 2.951 -0.536 3.839
H -3.687 0.514 2.004
H 1.780 -1.873 -3.657
H -0.977 4.598 -0.097
H 1.016 0.016 -5.050
H -2.211 -0.109 1.321
H -1.186 3.179 2.864
H 0.579 3.877 -0.537
H -0.283 1.102 -4.540
H 1.589 0.095 -1.337
H 2.703 2.402 4.938
H 3.810 2.678 3.595
H -0.933 1.424 2.895
H 0.118 4.000 1.169
H 0.153 -2.538 -3.634
H 3.603 -0.795 4.665
H 1.723 2.082 2.118
H -3.468 0.552 0.253
H -3.240 -1.642 -1.880
H 4.240 1.545 4.875
H -2.647 -1.529 -3.542
H -4.192 2.984 2.012
H -0.653 -0.550 -5.034
H -3.039 4.170 1.411
H -3.682 5.606 -2.815
H -5.034 5.698 -4.882
H 2.276 0.467 -2.867
H -2.429 2.117 3.501
H -4.296 1.527 -5.613
H -5.353 3.666 -6.268
H 0.986 1.509 -2.265
H 2.468 -2.600 3.374
H -3.941 3.168 0.273
H -1.897 -2.671 -2.398
H 1.026 -2.270 -2.118
```